Computed, not measured: a structure of composition C37H47MoN2O3P3S2, with wB97M-V/def2-TZVPD.

CARTESIAN COORDINATES (ANGSTROEM)
Mo: 0.09 1.23 -0.68
S: 2.26 0.69 0.21
P: 1.33 0.81 2.05
C: -0.21 1.01 1.31
P: -1.88 0.73 1.58
S: -2.26 0.75 -0.46
C: -2.72 2.03 2.46
C: -3.99 1.81 2.98
C: -4.67 2.86 3.58
C: -4.08 4.12 3.65
C: -2.81 4.33 3.13
C: -2.13 3.29 2.53
C: -2.27 -0.85 2.30
C: -2.16 -0.99 3.69
C: -2.29 -2.24 4.27
C: -2.56 -3.35 3.47
C: -2.68 -3.21 2.10
C: -2.53 -1.97 1.50
C: 1.88 2.24 2.96
C: 1.02 2.79 3.92
C: 1.43 3.89 4.66
C: 2.69 4.43 4.44
C: 3.54 3.88 3.50
C: 3.14 2.79 2.75
C: 1.52 -0.65 3.04
C: 1.08 -1.87 2.53
C: 1.15 -3.01 3.31
C: 1.65 -2.92 4.61
C: 2.10 -1.71 5.12
C: 2.03 -0.57 4.34
H: -4.45 0.83 2.93
H: -5.66 2.70 3.99
H: -4.61 4.94 4.12
H: -2.35 5.31 3.19
H: -1.13 3.45 2.13
H: -1.97 -0.12 4.31
H: -2.21 -2.34 5.34
H: -2.68 -4.32 3.93
H: -2.91 -4.08 1.48
H: -2.63 -1.86 0.43
H: 0.04 2.36 4.09
H: 0.77 4.31 5.40
H: 3.01 5.29 5.02
H: 4.52 4.31 3.33
H: 3.80 2.37 2.00
H: 0.69 -1.93 1.52
H: 0.81 -3.96 2.92
H: 1.71 -3.82 5.22
H: 2.50 -1.66 6.12
H: 2.38 0.38 4.73
O: -0.60 5.02 -0.73
N: 0.16 4.20 -0.34
O: 0.89 4.17 0.61
O: 0.22 3.03 -1.18
C: -1.82 0.47 -4.25
C: -0.48 -0.07 -4.77
C: 0.29 1.14 -5.32
C: -0.71 -1.08 -5.90
P: 0.47 -0.85 -3.36
N: 0.25 0.23 -2.11
C: 2.32 -0.91 -3.64
C: 2.93 0.50 -3.54
C: 2.62 -1.50 -5.03
C: 3.00 -1.77 -2.57
C: -0.24 -2.49 -2.81
C: -1.78 -2.44 -2.82
C: 0.22 -3.64 -3.71
C: 0.16 -2.77 -1.35
H: -2.36 0.87 -5.12
H: -1.67 1.30 -3.56
H: -2.47 -0.27 -3.79
H: -0.37 1.62 -6.04
H: 1.20 0.87 -5.84
H: 0.51 1.87 -4.54
H: -1.17 -0.55 -6.73
H: -1.39 -1.88 -5.62
H: 0.21 -1.52 -6.27
H: 2.56 1.19 -4.29
H: 4.00 0.39 -3.70
H: 2.79 0.94 -2.56
H: 2.30 -0.85 -5.84
H: 2.19 -2.49 -5.18
H: 3.71 -1.60 -5.11
H: 2.78 -1.42 -1.56
H: 4.07 -1.67 -2.72
H: 2.75 -2.82 -2.65
H: -2.20 -2.33 -3.81
H: -2.16 -1.64 -2.18
H: -2.14 -3.39 -2.41
H: -0.04 -3.48 -4.75
H: -0.28 -4.55 -3.38
H: 1.29 -3.83 -3.65
H: -0.19 -1.97 -0.69
H: 1.23 -2.91 -1.20
H: -0.34 -3.69 -1.04

Energy above the lowest of the compared OMol25 structures with the same formula, charge and spin in kcal/mol: 7.06
Highest occupied orbital energy in eV: -13.9
Net charge: +2
HOMO-LUMO gap in eV: 7.1
Maximum force in eV/Å: 0.3



Computed, not measured: a structure of composition C37H47N5O5SSeW, with wB97M-V/def2-TZVPD.

CARTESIAN COORDINATES (ANGSTROEM)
W: -0.62 0.66 -1.17
N: 0.50 2.22 -0.05
C: 0.18 3.63 -0.28
C: -1.30 3.67 -0.52
O: -2.00 4.63 -0.29
N: -1.74 2.46 -0.98
C: -3.18 2.33 -1.01
C: -3.48 0.88 -0.81
O: -4.52 0.31 -0.97
O: -2.35 0.21 -0.41
H: 0.24 1.95 0.89
H: 1.49 2.03 -0.15
H: 0.69 3.98 -1.17
H: 0.46 4.26 0.56
H: -3.63 2.66 -1.95
H: -3.63 2.91 -0.21
C: 1.50 -3.09 -2.56
C: 2.01 -1.90 -3.36
C: 1.03 -1.38 -4.41
C: 2.80 -0.83 -2.58
C: 3.96 -0.46 -3.27
C: 4.99 0.25 -2.70
C: 4.93 0.50 -1.35
C: 3.78 0.21 -0.61
C: 4.00 0.37 0.90
C: 3.10 1.32 1.67
C: 4.06 -0.99 1.60
C: 2.63 -0.31 -1.27
N: 1.35 -0.17 -0.58
C: 0.86 -1.23 0.17
C: 0.39 -0.96 1.61
N: -0.43 -0.03 1.84
C: -1.06 0.12 3.12
C: -2.06 -0.78 3.54
C: -2.75 -0.47 4.72
C: -2.48 0.65 5.47
C: -1.47 1.50 5.06
C: -0.76 1.25 3.89
C: 0.34 2.24 3.54
C: -0.21 3.65 3.32
C: 1.44 2.24 4.59
C: -2.60 -2.06 2.87
C: -1.66 -3.02 2.17
C: -3.77 -1.69 1.95
H: 1.29 -3.91 -3.26
H: 0.59 -2.91 -2.00
H: 2.28 -3.45 -1.88
H: 2.81 -2.34 -3.96
H: 0.10 -1.02 -3.99
H: 0.78 -2.19 -5.11
H: 1.47 -0.57 -4.99
H: 4.06 -0.78 -4.30
H: 5.86 0.54 -3.28
H: 5.77 0.94 -0.84
H: 5.00 0.79 0.97
H: 2.10 0.90 1.74
H: 3.06 2.31 1.22
H: 3.47 1.43 2.69
H: 3.07 -1.44 1.72
H: 4.49 -0.89 2.60
H: 4.68 -1.70 1.03
H: 1.44 -2.14 0.14
H: 0.73 -1.65 2.39
H: -3.53 -1.15 5.04
H: -3.04 0.85 6.38
H: -1.22 2.37 5.65
H: 0.81 1.91 2.62
H: -0.56 4.08 4.27
H: -1.06 3.66 2.63
H: 0.56 4.31 2.94
H: 1.06 2.55 5.57
H: 2.24 2.93 4.31
H: 1.88 1.24 4.71
H: -3.01 -2.62 3.71
H: -2.20 -3.96 1.99
H: -0.78 -3.27 2.77
H: -1.34 -2.66 1.20
H: -3.45 -1.02 1.16
H: -4.58 -1.21 2.50
H: -4.18 -2.59 1.47
O: -0.59 -1.17 -1.80
O: -0.53 -1.48 -0.42
S: 0.76 1.75 -3.00
C: 2.14 2.47 -2.32
N: 3.05 3.00 -1.84
Se: -1.84 0.75 -3.43
C: -2.53 -1.00 -3.83
C: -2.39 -1.37 -5.16
C: -2.94 -2.56 -5.62
C: -3.60 -3.40 -4.73
C: -3.73 -3.04 -3.40
C: -3.20 -1.84 -2.94
H: -1.85 -0.73 -5.85
H: -2.83 -2.84 -6.66
H: -4.02 -4.34 -5.08
H: -4.25 -3.68 -2.71
H: -3.32 -1.56 -1.91

Energy above the lowest of the compared OMol25 structures with the same formula, charge and spin in kcal/mol: 68.46
Highest occupied orbital energy in eV: -8.4
HOMO-LUMO gap in eV: 6.8
Maximum force in eV/Å: 0.9



Computed, not measured: a structure of composition C37H48CrN4OP2S in a non-equilibrium geometry, with wB97M-V/def2-TZVPD.

CARTESIAN COORDINATES (ANGSTROEM)
Cr: -0.33 -0.39 -0.14
C: 1.52 0.82 3.96
C: 0.22 0.08 4.21
C: -0.60 0.92 5.20
P: -0.69 -0.37 2.63
C: -1.75 -1.77 3.30
C: -2.42 -2.70 2.28
C: -2.73 -1.51 4.45
C: -1.56 1.23 2.33
C: -2.65 1.72 3.06
C: -3.29 2.90 2.70
C: -2.85 3.59 1.58
C: -1.77 3.13 0.85
C: -1.08 1.97 1.22
N: 0.00 1.45 0.46
C: 1.12 2.20 0.07
C: 1.28 3.57 0.34
C: 2.38 4.27 -0.13
C: 3.37 3.64 -0.88
C: 3.27 2.28 -1.08
C: 2.19 1.54 -0.59
P: 2.11 -0.28 -0.47
C: 3.32 -0.52 0.90
C: 4.78 -0.35 0.49
C: 3.12 -1.85 1.63
C: 2.89 -1.29 -1.82
C: 3.90 -0.58 -2.73
C: 1.89 -2.10 -2.67
H: 1.96 1.14 4.91
H: 1.36 1.72 3.35
H: 2.23 0.18 3.46
H: 0.45 -0.88 4.67
H: -0.73 1.94 4.81
H: -0.03 1.00 6.13
H: -1.58 0.52 5.44
H: -0.91 -2.33 3.72
H: -3.47 -2.45 2.14
H: -2.40 -3.73 2.67
H: -1.93 -2.71 1.30
H: -3.51 -0.79 4.17
H: -2.25 -1.17 5.36
H: -3.25 -2.45 4.68
H: -3.00 1.18 3.93
H: -4.12 3.26 3.29
H: -3.37 4.50 1.27
H: -1.45 3.67 -0.04
H: 0.54 4.10 0.93
H: 2.46 5.33 0.08
H: 4.21 4.20 -1.28
H: 4.07 1.77 -1.62
H: 3.08 0.30 1.56
H: 5.12 -1.17 -0.16
H: 5.40 -0.38 1.39
H: 4.97 0.60 -0.01
H: 3.39 -2.70 1.00
H: 2.08 -2.00 1.95
H: 3.76 -1.89 2.52
H: 3.44 -2.01 -1.21
H: 3.43 0.25 -3.26
H: 4.26 -1.29 -3.47
H: 4.76 -0.19 -2.19
H: 1.61 -1.56 -3.57
H: 0.97 -2.35 -2.13
H: 2.36 -3.04 -2.99
N: -2.11 0.05 -3.90
C: -1.18 -0.16 -4.95
C: -1.59 -0.65 -6.18
C: -0.65 -0.86 -7.18
C: 0.69 -0.59 -6.94
C: 1.10 -0.12 -5.70
C: 0.15 0.11 -4.72
S: 0.58 0.87 -3.19
N: -0.59 0.15 -2.15
C: -1.77 0.03 -2.61
C: -2.89 -0.10 -1.62
C: -4.21 0.01 -1.99
C: -5.19 -0.02 -1.01
C: -4.80 -0.18 0.29
C: -3.44 -0.30 0.56
N: -2.49 -0.25 -0.37
H: -3.06 -0.18 -4.11
H: -2.64 -0.87 -6.35
H: -0.97 -1.23 -8.14
H: 1.43 -0.75 -7.72
H: 2.14 0.10 -5.50
H: -4.49 0.16 -3.02
H: -6.24 0.10 -1.27
H: -5.52 -0.22 1.10
H: -3.13 -0.44 1.58
C: 0.28 -3.39 0.23
O: -0.42 -2.25 -0.20
H: 0.28 -3.49 1.33
H: 1.34 -3.40 -0.08
H: -0.17 -4.30 -0.17

Energy above the lowest of the compared OMol25 structures with the same formula, charge and spin in kcal/mol: 30.00
2S+1: 4
Highest occupied orbital energy (spin up / spin down) in eV: -9.4 / -9.5
Net charge: +1
HOMO-LUMO gap (spin up / spin down) in eV: 6.3 / 6.2
Maximum force in eV/Å: 1.3



> Number 3 is which compound?

C37H48CrN4OP2S



What did the second record say?
Computed, not measured: a structure of composition C37H47N5O5SSeW, with wB97M-V/def2-TZVPD.

CARTESIAN COORDINATES (ANGSTROEM)
W: -0.62 0.66 -1.17
N: 0.50 2.22 -0.05
C: 0.18 3.63 -0.28
C: -1.30 3.67 -0.52
O: -2.00 4.63 -0.29
N: -1.74 2.46 -0.98
C: -3.18 2.33 -1.01
C: -3.48 0.88 -0.81
O: -4.52 0.31 -0.97
O: -2.35 0.21 -0.41
H: 0.24 1.95 0.89
H: 1.49 2.03 -0.15
H: 0.69 3.98 -1.17
H: 0.46 4.26 0.56
H: -3.63 2.66 -1.95
H: -3.63 2.91 -0.21
C: 1.50 -3.09 -2.56
C: 2.01 -1.90 -3.36
C: 1.03 -1.38 -4.41
C: 2.80 -0.83 -2.58
C: 3.96 -0.46 -3.27
C: 4.99 0.25 -2.70
C: 4.93 0.50 -1.35
C: 3.78 0.21 -0.61
C: 4.00 0.37 0.90
C: 3.10 1.32 1.67
C: 4.06 -0.99 1.60
C: 2.63 -0.31 -1.27
N: 1.35 -0.17 -0.58
C: 0.86 -1.23 0.17
C: 0.39 -0.96 1.61
N: -0.43 -0.03 1.84
C: -1.06 0.12 3.12
C: -2.06 -0.78 3.54
C: -2.75 -0.47 4.72
C: -2.48 0.65 5.47
C: -1.47 1.50 5.06
C: -0.76 1.25 3.89
C: 0.34 2.24 3.54
C: -0.21 3.65 3.32
C: 1.44 2.24 4.59
C: -2.60 -2.06 2.87
C: -1.66 -3.02 2.17
C: -3.77 -1.69 1.95
H: 1.29 -3.91 -3.26
H: 0.59 -2.91 -2.00
H: 2.28 -3.45 -1.88
H: 2.81 -2.34 -3.96
H: 0.10 -1.02 -3.99
H: 0.78 -2.19 -5.11
H: 1.47 -0.57 -4.99
H: 4.06 -0.78 -4.30
H: 5.86 0.54 -3.28
H: 5.77 0.94 -0.84
H: 5.00 0.79 0.97
H: 2.10 0.90 1.74
H: 3.06 2.31 1.22
H: 3.47 1.43 2.69
H: 3.07 -1.44 1.72
H: 4.49 -0.89 2.60
H: 4.68 -1.70 1.03
H: 1.44 -2.14 0.14
H: 0.73 -1.65 2.39
H: -3.53 -1.15 5.04
H: -3.04 0.85 6.38
H: -1.22 2.37 5.65
H: 0.81 1.91 2.62
H: -0.56 4.08 4.27
H: -1.06 3.66 2.63
H: 0.56 4.31 2.94
H: 1.06 2.55 5.57
H: 2.24 2.93 4.31
H: 1.88 1.24 4.71
H: -3.01 -2.62 3.71
H: -2.20 -3.96 1.99
H: -0.78 -3.27 2.77
H: -1.34 -2.66 1.20
H: -3.45 -1.02 1.16
H: -4.58 -1.21 2.50
H: -4.18 -2.59 1.47
O: -0.59 -1.17 -1.80
O: -0.53 -1.48 -0.42
S: 0.76 1.75 -3.00
C: 2.14 2.47 -2.32
N: 3.05 3.00 -1.84
Se: -1.84 0.75 -3.43
C: -2.53 -1.00 -3.83
C: -2.39 -1.37 -5.16
C: -2.94 -2.56 -5.62
C: -3.60 -3.40 -4.73
C: -3.73 -3.04 -3.40
C: -3.20 -1.84 -2.94
H: -1.85 -0.73 -5.85
H: -2.83 -2.84 -6.66
H: -4.02 -4.34 -5.08
H: -4.25 -3.68 -2.71
H: -3.32 -1.56 -1.91

Energy above the lowest of the compared OMol25 structures with the same formula, charge and spin in kcal/mol: 68.46
Highest occupied orbital energy in eV: -8.4
HOMO-LUMO gap in eV: 6.8
Maximum force in eV/Å: 0.9



> maximum force of number 3 (C37H48CrN4OP2S)?

1.3 eV/Å